{"formula": "C16H28FNO12S", "method": "ωB97M-V/def2-TZVPD", "smiles": "CC[C@H](C)N(O)S(=O)(=O)F.C[C@@H]1COC(=O)O1.C[C@@H]1COC(=O)O1.C[C@@H]1COC(=O)O1", "homo_ev": -9.880, "e_lumo_ha": 0.011, "gap_ev": 10.1895, "species": ["C", "C", "C", "C", "N", "O", "S", "O", "O", "F", "H", "H", "H", "H", "H", "H", "H", "H", "H", "H", "C", "C", "C", "O", "C", "O", "O", "H", "H", "H", "H", "H", "H", "C", "C", "C", "O", "C", "O", "O", "H", "H", "H", "H", "H", "H", "C", "C", "C", "O", "C", "O", "O", "H", "H", "H", "H", "H", "H"], "coordinates": [[-0.43, 2.68, 2.68], [-1.68, 3.00, 1.81], [-2.76, 1.94, 2.09], [-3.61, 1.52, 0.87], [-3.53, 2.29, 3.29], [-4.18, 1.21, 3.89], [-4.70, 3.52, 3.15], [-5.98, 2.97, 2.84], [-4.55, 4.38, 4.26], [-4.20, 4.27, 1.89], [-0.81, 2.28, 3.62], [0.17, 3.57, 2.87], [0.15, 1.91, 2.18], [-2.00, 3.99, 2.11], [-1.40, 2.95, 0.77], [-2.19, 1.05, 2.39], [-3.10, 1.81, -0.04], [-3.69, 0.43, 0.82], [-4.63, 1.90, 0.89], [-4.36, 0.56, 3.20], [0.62, -2.76, 1.58], [-0.08, -1.86, 0.60], [0.43, -1.92, -0.82], [0.17, -0.59, -1.30], [0.16, 0.23, -0.24], [0.17, 1.43, -0.30], [0.14, -0.47, 0.92], [0.10, -2.74, 2.54], [0.64, -3.79, 1.22], [1.64, -2.42, 1.76], [-1.16, -2.04, 0.62], [-0.09, -2.65, -1.44], [1.51, -2.11, -0.88], [6.88, -3.36, 1.31], [5.80, -3.80, 0.35], [4.93, -2.69, -0.19], [3.68, -3.35, -0.40], [3.62, -4.41, 0.44], [2.64, -5.05, 0.66], [4.82, -4.63, 1.01], [7.54, -4.20, 1.56], [7.48, -2.57, 0.87], [6.44, -3.00, 2.24], [6.23, -4.39, -0.47], [5.29, -2.26, -1.12], [4.78, -1.89, 0.55], [-1.18, 2.71, -3.22], [-0.86, 1.49, -4.06], [-1.21, 1.61, -5.53], [-1.52, 0.26, -5.88], [-1.93, -0.38, -4.76], [-2.43, -1.46, -4.74], [-1.68, 0.37, -3.67], [-0.80, 2.59, -2.21], [-0.73, 3.60, -3.67], [-2.26, 2.85, -3.16], [0.18, 1.20, -3.92], [-0.39, 1.98, -6.14], [-2.10, 2.23, -5.69]]}

{"formula": "C3H3NO", "method": "ωB97M-V/def2-TZVPD", "smiles": "N#C[C@H]1CO1", "homo_ev": -9.846, "e_lumo_ha": 0.000, "relative_energy_ev": 3.3783, "gap_ev": 9.8568, "species": ["N", "C", "C", "C", "O", "H", "H", "H"], "coordinates": [[2.55, 0.26, 1.27], [1.62, 0.16, 0.59], [0.43, 0.20, -0.27], [-1.24, -0.32, -0.17], [-0.64, 0.77, 0.39], [0.64, 0.31, -1.33], [-2.21, -0.05, -0.64], [-1.15, -1.34, 0.17]]}

{"formula": "C33H29ClO7P2PdS", "method": "ωB97M-V/def2-TZVPD", "total_charge": -2, "homo_ev": -0.245, "e_lumo_ha": 0.143, "relative_energy_ev": 2.5631, "gap_ev": 4.1325, "species": ["Pd", "O", "P", "C", "P", "O", "C", "C", "C", "C", "C", "C", "C", "C", "C", "C", "C", "C", "C", "C", "C", "C", "C", "C", "C", "C", "C", "C", "C", "C", "H", "H", "H", "H", "H", "H", "H", "H", "H", "H", "H", "H", "H", "H", "H", "H", "H", "H", "H", "H", "H", "H", "Cl", "C", "C", "C", "C", "O", "C", "C", "O", "C", "H", "H", "H", "H", "C", "S", "O", "O", "O", "H", "H", "H"], "coordinates": [[-1.47, -0.67, 0.18], [1.75, 0.23, -0.15], [2.35, -0.68, 0.85], [2.03, -0.31, 2.61], [0.71, 0.98, 2.81], [-0.59, 0.81, 2.15], [1.53, 2.53, 2.36], [2.79, 2.94, 2.80], [3.27, 4.19, 2.47], [2.50, 5.05, 1.70], [1.25, 4.65, 1.24], [0.76, 3.39, 1.58], [0.55, 0.93, 4.62], [1.01, 1.90, 5.51], [0.86, 1.72, 6.88], [0.23, 0.59, 7.37], [-0.26, -0.37, 6.49], [-0.11, -0.20, 5.12], [2.36, -2.45, 0.42], [2.65, -3.47, 1.32], [2.62, -4.79, 0.89], [2.31, -5.08, -0.43], [2.01, -4.06, -1.32], [2.03, -2.74, -0.90], [4.19, -0.44, 0.78], [4.71, 0.11, -0.38], [6.08, 0.13, -0.62], [6.95, -0.42, 0.31], [6.45, -0.94, 1.50], [5.08, -0.96, 1.73], [2.95, 0.09, 3.04], [1.70, -1.18, 3.17], [3.39, 2.26, 3.40], [4.24, 4.51, 2.83], [2.87, 6.04, 1.44], [0.66, 5.31, 0.63], [-0.20, 3.05, 1.23], [1.49, 2.79, 5.13], [1.22, 2.48, 7.56], [0.12, 0.45, 8.44], [-0.76, -1.25, 6.86], [-0.52, -0.92, 4.42], [2.85, -3.24, 2.36], [2.82, -5.59, 1.59], [2.28, -6.12, -0.76], [1.73, -4.29, -2.34], [1.75, -1.92, -1.55], [4.01, 0.53, -1.10], [6.47, 0.56, -1.53], [8.02, -0.44, 0.12], [7.13, -1.35, 2.24], [4.70, -1.38, 2.65], [-4.38, 5.18, -0.10], [-4.31, 3.45, -0.46], [-5.49, 2.73, -0.57], [-5.43, 1.37, -0.82], [-4.20, 0.64, -0.94], [-4.20, -0.61, -1.08], [-2.99, 1.47, -0.90], [-1.62, 0.92, -1.14], [-1.34, -0.10, -1.84], [-3.08, 2.83, -0.64], [-6.44, 3.23, -0.47], [-6.35, 0.80, -0.90], [-0.81, 1.67, -0.99], [-2.17, 3.42, -0.58], [-2.12, -3.25, 0.57], [-1.54, -2.39, 2.06], [-1.62, -3.39, 3.12], [-2.42, -1.25, 2.30], [-0.11, -2.03, 1.84], [-3.18, -2.99, 0.46], [-1.96, -4.31, 0.74], [-1.57, -2.89, -0.31]]}

{"formula": "C30H42Br2N2P2V", "method": "ωB97M-V/def2-TZVPD", "total_charge": 2, "homo_ev": [-13.716, -13.797], "e_lumo_ha": [-0.272, -0.271], "relative_energy_ev": 1.1254, "multiplicity": 4, "s2": 3.80, "gap_ev": [6.3122, 6.4328], "species": ["C", "C", "C", "C", "N", "C", "C", "C", "C", "C", "C", "C", "C", "C", "V", "P", "H", "H", "H", "H", "H", "H", "H", "H", "C", "C", "H", "H", "H", "H", "H", "C", "C", "H", "H", "H", "H", "H", "C", "C", "H", "H", "H", "H", "H", "Br", "P", "C", "C", "H", "H", "H", "H", "H", "C", "C", "H", "H", "H", "H", "H", "C", "C", "H", "H", "H", "H", "H", "Br", "C", "C", "C", "C", "N", "C", "H", "H", "H", "H"], "coordinates": [[-4.53, 2.61, 1.46], [-3.78, 2.60, 0.27], [-3.60, 3.82, -0.43], [-3.91, 5.00, 0.26], [-4.43, 4.97, 1.47], [-4.79, 3.84, 2.07], [-3.08, 1.42, -0.07], [-2.63, 0.28, -0.21], [-2.43, -0.73, -1.17], [-1.43, -1.75, -1.06], [-0.79, -2.20, -2.29], [-1.42, -1.85, -3.46], [-2.69, -1.28, -3.50], [-3.16, -0.64, -2.35], [0.73, -1.68, -1.02], [0.48, 0.84, 1.00], [-3.17, 3.86, -1.42], [-4.82, 1.68, 1.95], [-3.70, 5.98, -0.19], [-5.26, 3.88, 3.05], [-4.02, 0.02, -2.37], [-1.68, -2.55, -0.34], [-3.30, -1.25, -4.37], [0.19, -2.74, -2.24], [2.08, 1.02, 1.96], [2.54, 2.31, 2.63], [2.86, 0.71, 1.25], [2.05, 0.22, 2.72], [3.56, 2.17, 3.01], [2.57, 3.16, 1.95], [1.93, 2.58, 3.49], [0.15, 2.57, 0.39], [-0.28, 3.66, 1.37], [-0.66, 2.44, -0.34], [1.02, 2.90, -0.18], [-0.40, 4.61, 0.84], [-1.25, 3.43, 1.84], [0.46, 3.81, 2.16], [-0.76, 0.78, 2.39], [-0.47, 1.43, 3.74], [-0.94, -0.30, 2.53], [-1.70, 1.13, 1.95], [-1.30, 1.20, 4.42], [0.45, 1.04, 4.18], [-0.40, 2.51, 3.67], [-0.39, -2.04, -5.07], [1.96, 0.29, -2.18], [2.98, 1.75, -1.77], [4.30, 1.90, -2.53], [3.18, 1.72, -0.69], [2.36, 2.64, -1.96], [4.82, 2.79, -2.15], [4.97, 1.04, -2.38], [4.16, 2.04, -3.61], [3.02, -1.10, -2.77], [3.48, -1.07, -4.24], [2.47, -2.05, -2.57], [3.91, -1.08, -2.12], [4.14, -1.93, -4.39], [2.65, -1.17, -4.95], [4.07, -0.18, -4.49], [0.83, 0.74, -3.54], [1.35, 1.63, -4.65], [-0.06, 1.16, -3.06], [0.49, -0.22, -3.97], [0.53, 1.77, -5.37], [1.65, 2.62, -4.27], [2.20, 1.18, -5.19], [4.08, -4.41, 2.84], [2.32, -3.82, 2.38], [1.22, -4.50, 2.90], [-0.03, -3.96, 2.56], [-0.14, -2.88, 1.69], [0.93, -2.46, 0.95], [2.16, -2.76, 1.48], [1.37, -5.36, 3.54], [-0.91, -4.43, 2.97], [-1.07, -2.35, 1.51], [3.01, -2.20, 1.10]]}

{"formula": "C44H28BrCl4N4O4S3Tl", "method": "ωB97M-V/def2-TZVPD", "homo_ev": [-6.777, -6.750], "e_lumo_ha": [-0.071, -0.072], "relative_energy_ev": 0.9860, "gap_ev": [4.8477, 4.7951], "species": ["Tl", "Br", "C", "C", "C", "C", "O", "C", "C", "N", "C", "C", "C", "C", "C", "C", "C", "C", "N", "C", "C", "H", "H", "H", "H", "H", "H", "H", "H", "H", "H", "Cl", "C", "C", "Cl", "C", "Cl", "C", "O", "C", "O", "C", "Cl", "S", "C", "C", "C", "C", "C", "C", "N", "C", "C", "C", "C", "C", "C", "C", "C", "N", "C", "C", "C", "C", "C", "S", "C", "H", "H", "H", "H", "H", "H", "H", "H", "H", "H", "H", "H", "C", "S", "C", "O", "H", "H", "H", "H", "H", "H"], "coordinates": [[-0.27, 0.36, -0.09], [-3.71, -5.56, 0.07], [-2.50, -4.24, 0.69], [-2.66, -3.74, 1.99], [-1.80, -2.78, 2.45], [-0.64, -2.36, 1.69], [0.12, -1.46, 2.10], [-0.44, -3.03, 0.40], [0.81, -2.72, -0.29], [1.05, -3.05, -1.50], [2.25, -2.73, -2.14], [2.82, -3.69, -2.95], [3.99, -3.45, -3.68], [4.60, -2.23, -3.64], [4.06, -1.20, -2.83], [4.66, 0.07, -2.73], [4.11, 1.03, -1.94], [2.92, 0.72, -1.25], [2.33, -0.45, -1.31], [2.88, -1.43, -2.07], [-1.37, -3.93, -0.07], [-3.51, -4.06, 2.59], [-1.95, -2.32, 3.42], [1.56, -2.24, 0.33], [2.34, -4.66, -2.99], [4.41, -4.24, -4.29], [5.50, -2.02, -4.21], [5.57, 0.27, -3.30], [4.55, 2.01, -1.84], [2.44, 1.48, -0.64], [-1.21, -4.39, -1.04], [-7.13, -3.37, -0.72], [-5.51, -2.85, -0.95], [-4.76, -3.37, -2.09], [-5.51, -4.53, -3.10], [-3.50, -2.94, -2.34], [-2.59, -3.55, -3.66], [-2.86, -1.94, -1.51], [-1.76, -1.48, -1.77], [-3.59, -1.48, -0.29], [-3.04, -0.71, 0.48], [-4.95, -1.96, -0.10], [-5.82, -1.30, 1.22], [-5.67, 5.75, 1.94], [-7.15, 5.32, 1.19], [-7.02, 4.19, 0.44], [-5.70, 3.66, 0.48], [-4.84, 4.40, 1.25], [-3.42, 4.15, 1.51], [-2.86, 2.89, 1.23], [-1.60, 2.59, 1.42], [-0.78, 3.51, 1.97], [-1.24, 4.80, 2.30], [-0.33, 5.74, 2.89], [0.96, 5.41, 3.12], [1.46, 4.11, 2.79], [2.81, 3.75, 2.98], [3.24, 2.49, 2.65], [2.27, 1.59, 2.17], [1.02, 1.91, 1.94], [0.60, 3.16, 2.23], [4.65, 2.09, 2.74], [5.72, 2.84, 3.14], [6.96, 2.15, 3.02], [6.82, 0.89, 2.54], [5.18, 0.52, 2.21], [-2.58, 5.10, 2.05], [-8.03, 5.93, 1.34], [-7.83, 3.75, -0.11], [-5.41, 2.77, -0.06], [-3.48, 2.09, 0.84], [-0.70, 6.73, 3.15], [1.64, 6.13, 3.57], [3.50, 4.49, 3.37], [2.53, 0.55, 1.95], [5.64, 3.85, 3.52], [7.92, 2.59, 3.28], [7.58, 0.16, 2.34], [-2.95, 6.10, 2.27], [-1.95, 1.42, -3.73], [-0.18, 1.73, -3.85], [0.32, 0.05, -4.27], [0.29, 2.01, -2.46], [-2.35, 1.13, -4.70], [-2.41, 2.35, -3.39], [-2.10, 0.63, -2.99], [0.02, -0.15, -5.30], [-0.13, -0.66, -3.58], [1.41, 0.01, -4.18]]}

{"formula": "C22H28IN8O3", "method": "ωB97M-V/def2-TZVPD", "total_charge": 1, "homo_ev": -12.273, "e_lumo_ha": -0.213, "gap_ev": 6.4862, "species": ["O", "C", "I", "C", "O", "C", "O", "C", "C", "C", "N", "C", "C", "H", "H", "H", "H", "H", "H", "H", "C", "C", "N", "H", "H", "H", "C", "C", "N", "H", "H", "H", "C", "C", "N", "H", "H", "H", "C", "C", "N", "H", "H", "H", "C", "C", "N", "H", "H", "H", "C", "C", "N", "H", "H", "H", "C", "C", "N", "H", "H", "H"], "coordinates": [[3.34, -4.44, 1.55], [3.26, -3.56, 0.53], [2.43, -4.41, -1.36], [3.71, -2.00, 0.72], [3.01, -1.27, 1.79], [1.80, -0.57, 1.26], [1.77, 0.75, 0.99], [0.45, -1.54, 1.08], [0.32, -2.84, 2.09], [-0.94, -3.88, 1.96], [-2.00, -3.60, 0.90], [-1.96, -2.41, -0.07], [-0.72, -1.31, -0.04], [4.86, -2.00, 1.02], [3.52, -1.45, -0.31], [1.21, -3.00, 2.87], [-0.97, -4.82, 2.69], [-2.80, -4.28, 0.85], [-2.80, -2.24, -0.89], [-0.63, -0.39, -0.78], [-0.61, 2.94, -0.90], [-1.49, 2.18, -1.82], [-2.18, 1.59, -2.54], [0.44, 2.87, -1.20], [-0.87, 4.00, -0.88], [-0.69, 2.57, 0.12], [-0.61, 7.23, 0.53], [-1.49, 6.48, -0.39], [-2.18, 5.88, -1.11], [0.44, 7.16, 0.23], [-0.87, 8.30, 0.55], [-0.69, 6.86, 1.56], [-3.22, -7.83, -0.64], [-2.55, -6.56, -0.97], [-2.03, -5.55, -1.22], [-2.70, -8.69, -1.09], [-3.25, -8.01, 0.44], [-4.25, -7.85, -1.00], [1.63, 4.11, 2.44], [2.29, 5.38, 2.11], [2.82, 6.38, 1.86], [2.15, 3.25, 1.99], [1.60, 3.93, 3.52], [0.60, 4.08, 2.08], [1.46, 0.14, -2.88], [2.64, -0.67, -2.53], [3.58, -1.30, -2.26], [0.66, 0.03, -2.14], [1.70, 1.20, -2.94], [1.04, -0.16, -3.85], [-2.10, 4.50, 4.93], [-1.04, 5.29, 4.29], [-0.20, 5.92, 3.79], [-2.90, 5.13, 5.32], [-2.56, 3.80, 4.23], [-1.72, 3.91, 5.77], [-0.17, -3.62, -5.26], [0.49, -2.35, -5.59], [1.02, -1.34, -5.85], [0.35, -4.47, -5.72], [-0.20, -3.80, -4.18], [-1.20, -3.64, -5.62]]}

{"formula": "C29H27CoGeN2O2S2", "method": "ωB97M-V/def2-TZVPD", "total_charge": -1, "homo_ev": [-1.331, -1.852], "e_lumo_ha": [0.089, 0.089], "multiplicity": 2, "s2": 0.85, "gap_ev": [3.7579, 4.2665], "species": ["Co", "C", "C", "N", "C", "C", "S", "C", "C", "S", "C", "N", "C", "H", "H", "H", "H", "H", "H", "H", "H", "C", "Ge", "C", "C", "C", "C", "C", "C", "C", "C", "C", "C", "C", "C", "C", "C", "C", "C", "C", "C", "H", "H", "H", "H", "H", "H", "H", "H", "H", "H", "H", "H", "H", "H", "H", "H", "C", "O", "C", "O", "H", "H", "H"], "coordinates": [[0.50, -2.51, 0.17], [2.26, -3.34, 3.07], [2.95, -3.43, 1.75], [2.37, -3.14, 0.63], [3.22, -3.25, -0.46], [4.50, -3.65, -0.13], [4.62, -3.87, 1.59], [2.66, -2.94, -1.74], [3.26, -2.96, -2.97], [2.13, -2.45, -4.18], [0.93, -2.23, -2.95], [1.33, -2.54, -1.75], [-0.43, -1.73, -3.28], [1.20, -3.55, 2.93], [2.34, -2.33, 3.49], [2.67, -4.05, 3.79], [5.33, -3.81, -0.79], [4.28, -3.23, -3.21], [-0.40, -1.00, -4.09], [-0.86, -1.26, -2.39], [-1.08, -2.55, -3.59], [-0.55, -0.84, 1.08], [-0.71, 1.00, 0.65], [-2.56, 1.68, 0.57], [-3.22, 2.07, 1.73], [-4.54, 2.50, 1.71], [-5.24, 2.53, 0.51], [-4.60, 2.13, -0.66], [-3.28, 1.70, -0.63], [0.21, 2.04, 2.04], [-0.09, 3.38, 2.29], [0.61, 4.11, 3.24], [1.63, 3.51, 3.96], [1.95, 2.18, 3.72], [1.24, 1.46, 2.76], [0.14, 1.49, -1.05], [1.23, 0.74, -1.50], [1.90, 1.07, -2.66], [1.50, 2.18, -3.40], [0.43, 2.95, -2.96], [-0.24, 2.61, -1.79], [-0.27, -1.05, 2.11], [-2.69, 2.05, 2.68], [-5.03, 2.80, 2.62], [-6.27, 2.85, 0.48], [-5.14, 2.14, -1.60], [-2.80, 1.38, -1.54], [-0.89, 3.87, 1.74], [0.35, 5.15, 3.42], [2.18, 4.07, 4.71], [2.75, 1.70, 4.27], [1.51, 0.42, 2.58], [1.53, -0.13, -0.92], [2.73, 0.46, -3.00], [2.02, 2.44, -4.32], [0.12, 3.82, -3.53], [-1.07, 3.23, -1.46], [-3.19, -2.25, -1.03], [-2.27, -1.32, -0.48], [-1.40, -1.81, 0.49], [-1.45, -3.04, 0.82], [-4.10, -1.69, -1.27], [-3.41, -3.04, -0.31], [-2.79, -2.71, -1.94]]}

{"formula": "C11H10ClN", "method": "ωB97M-V/def2-TZVPD", "smiles": "CN1c2cccc(Cl)c2[C@@H]2C=C[C@@H]21", "homo_ev": -7.529, "e_lumo_ha": 0.033, "relative_energy_ev": 0.2626, "gap_ev": 8.4173, "species": ["C", "N", "C", "C", "C", "C", "C", "Cl", "C", "C", "C", "C", "C", "H", "H", "H", "H", "H", "H", "H", "H", "H", "H"], "coordinates": [[1.90, 0.47, -1.78], [0.64, 0.08, -1.21], [0.11, 0.65, -0.12], [0.43, 1.86, 0.47], [-0.30, 2.32, 1.64], [-1.44, 1.57, 2.03], [-1.77, 0.33, 1.42], [-2.93, -0.72, 2.08], [-0.98, -0.13, 0.42], [-1.14, -1.49, -0.37], [-0.26, -2.48, 0.31], [0.83, -2.25, -0.36], [0.19, -1.25, -1.38], [2.67, 0.68, -0.94], [2.09, -0.23, -2.62], [1.87, 1.39, -2.23], [1.24, 2.45, 0.12], [-0.24, 3.35, 2.09], [-1.99, 1.86, 2.92], [-2.19, -1.52, -0.74], [-0.61, -3.07, 1.16], [1.90, -2.48, -0.45], [-0.03, -1.40, -2.46]]}

Calculated total energy (hartree)
-2082.132182 -245.967393 -3470.646938 -8051.842755 -7995.342713 -1815.877528 -5637.306554 -940.007559